C45H56N2P2S4SbTeZr | the ωB97M-V functional and the def2-TZVPD basis

Properties
LUMO level (eV): -8.8
Max |F| (Eh/bohr): 0.02950
Gap between HOMO and LUMO (eV): 5.5
ΔE to the lowest compared entry with this formula, charge and spin (eV): 2.0824
Net charge: +3

Positions of all 112 atoms, in Å:
Zr  -0.547  0.915  0.520
C  -0.301  0.259  4.145
C  -1.808  0.232  3.982
S  -2.257  -0.237  2.284
C  -3.882  0.555  2.131
C  -4.272  0.693  0.669
S  -3.093  1.573  -0.406
C  -3.512  3.311  -0.078
C  -3.118  3.817  1.297
S  -1.420  3.290  1.598
C  -1.119  3.607  3.347
C  0.227  2.994  3.706
S  0.566  1.355  2.984
H  0.134  -0.725  3.984
H  -0.021  0.581  5.149
H  -2.266  1.193  4.205
H  -2.231  -0.512  4.658
H  -3.841  1.507  2.655
H  -4.615  -0.082  2.629
H  -5.224  1.216  0.571
H  -4.387  -0.284  0.209
H  -4.586  3.410  -0.237
H  -3.011  3.877  -0.863
H  -3.771  3.452  2.087
H  -3.135  4.907  1.312
H  -1.942  3.219  3.943
H  -1.078  4.688  3.483
H  0.329  2.880  4.785
H  1.048  3.627  3.372
Te  -0.429  -4.677  -0.027
C  1.449  -4.848  -1.011
C  1.576  -5.005  -2.383
C  2.860  -4.998  -2.924
N  3.963  -4.850  -2.194
C  3.830  -4.761  -0.874
C  2.597  -4.750  -0.232
C  -0.443  -2.596  0.226
P  0.549  -1.651  1.272
C  2.094  -1.065  0.445
C  2.661  -1.467  -0.956
C  4.138  -1.555  -1.118
C  4.935  -0.856  -0.297
C  4.405  -0.175  0.861
C  3.112  -0.267  1.226
C  1.109  -2.603  2.696
C  2.455  -2.873  2.935
C  2.813  -3.697  3.996
C  1.837  -4.245  4.815
C  0.492  -3.985  4.573
C  0.129  -3.171  3.515
P  -1.404  -1.444  -0.638
C  -0.836  -1.116  -2.333
C  -0.057  -2.084  -2.957
C  0.413  -1.891  -4.248
C  0.111  -0.717  -4.929
C  -0.667  0.255  -4.314
C  -1.141  0.062  -3.023
C  -3.108  -2.013  -0.832
C  -3.674  -2.694  0.252
C  -4.980  -3.152  0.177
C  -5.725  -2.937  -0.977
C  -5.158  -2.279  -2.062
C  -3.850  -1.821  -1.996
H  0.713  -5.120  -3.027
H  3.004  -5.114  -3.993
H  4.748  -4.698  -0.299
H  2.538  -4.692  0.846
H  2.107  -2.264  -1.444
H  4.530  -2.129  -1.948
H  6.004  -0.834  -0.460
H  5.083  0.383  1.496
H  2.801  0.142  2.177
H  3.223  -2.465  2.293
H  3.857  -3.915  4.177
H  2.124  -4.888  5.637
H  -0.267  -4.435  5.199
H  -0.921  -3.003  3.291
H  0.168  -3.010  -2.436
H  0.995  -2.667  -4.727
H  0.462  -0.565  -5.941
H  -0.925  1.161  -4.848
H  -1.806  0.803  -2.596
H  -3.078  -2.879  1.138
H  -5.415  -3.692  1.008
H  -6.741  -3.303  -1.040
H  -5.731  -2.139  -2.969
H  -3.408  -1.328  -2.852
N  2.154  -0.132  -1.376
C  1.678  0.236  -0.193
H  2.534  0.451  -2.116
C  2.048  2.476  -3.791
C  2.370  3.089  -2.429
Sb  0.750  3.272  -1.030
C  1.896  4.253  0.501
C  2.616  5.515  0.027
C  -0.421  4.861  -1.865
C  -1.306  4.374  -3.015
H  2.943  2.466  -4.414
H  1.297  3.065  -4.317
H  1.662  1.457  -3.730
H  2.735  4.109  -2.555
H  3.158  2.561  -1.886
H  2.602  3.504  0.870
H  1.202  4.488  1.309
H  3.358  5.298  -0.739
H  3.140  5.977  0.864
H  1.920  6.254  -0.371
H  0.274  5.629  -2.203
H  -0.999  5.295  -1.047
H  -0.706  4.096  -3.882
H  -1.989  5.162  -3.335
H  -1.905  3.499  -2.746



C45H58BrN12O2Os | the ωB97M-V functional and the def2-TZVPD basis

Properties
LUMO level (spin up / spin down) (eV): -8.6 / -12.5
Max |F| (Eh/bohr): 0.09969
Multiplicity: 5
Gap between HOMO and LUMO (spin up / spin down) (eV): 5.0 / 2.3
ΔE to the lowest compared entry with this formula, charge and spin (eV): 0.0419
Net charge: +3

Positions of all 119 atoms, in Å:
Os  1.036  -0.724  1.593
C  -6.086  -2.878  1.326
C  -5.000  -3.155  0.299
C  -5.071  -4.657  -0.124
C  -5.293  -2.345  -0.928
C  -3.664  -2.702  0.953
C  -2.944  -1.743  0.462
C  -1.638  -1.519  0.975
N  -0.736  -0.679  0.490
C  -0.992  0.204  -0.581
C  -2.045  1.050  -0.613
C  -2.252  1.964  -1.721
C  -1.359  1.935  -2.789
C  -0.229  1.089  -2.793
C  -0.079  0.153  -1.661
O  0.849  -0.663  -1.592
C  0.805  1.235  -3.893
C  0.919  -0.109  -4.635
C  0.411  2.284  -4.924
C  2.153  1.596  -3.288
C  -3.345  2.953  -1.591
C  -4.700  2.147  -1.714
C  -3.403  3.991  -2.706
C  -3.273  3.627  -0.224
C  -1.262  -2.187  2.226
O  -0.123  -1.879  2.789
C  -2.113  -3.201  2.819
C  -3.328  -3.369  2.196
C  -1.567  -4.089  4.051
C  -2.491  -5.263  4.221
C  -1.486  -3.242  5.327
C  -0.165  -4.645  3.561
H  -7.072  -3.114  0.855
H  -6.175  -1.810  1.615
H  -6.009  -3.411  2.258
H  -6.069  -4.705  -0.527
H  -5.008  -5.383  0.667
H  -4.336  -4.875  -0.892
H  -6.163  -2.719  -1.401
H  -4.522  -2.473  -1.718
H  -5.410  -1.283  -0.757
H  -3.167  -1.177  -0.421
H  -2.837  0.971  0.162
H  -1.474  2.716  -3.613
H  -0.003  -0.300  -5.238
H  1.059  -0.979  -3.893
H  1.764  -0.004  -5.323
H  -0.459  1.992  -5.480
H  1.172  2.474  -5.664
H  0.206  3.266  -4.562
H  2.808  1.799  -4.091
H  2.066  2.458  -2.618
H  2.541  0.758  -2.734
H  -4.780  1.554  -2.638
H  -5.539  2.868  -1.727
H  -4.906  1.489  -0.848
H  -3.628  3.509  -3.670
H  -2.433  4.511  -2.641
H  -4.229  4.685  -2.432
H  -3.468  2.882  0.615
H  -4.064  4.382  -0.146
H  -2.285  4.105  -0.099
H  -3.994  -4.030  2.639
H  -3.494  -4.928  4.562
H  -2.093  -5.831  5.063
H  -2.544  -5.903  3.318
H  -2.453  -2.907  5.646
H  -0.783  -2.390  5.319
H  -1.090  -3.910  6.148
H  -0.242  -5.070  2.557
H  0.100  -5.467  4.231
H  0.556  -3.829  3.592
Br  2.872  -1.640  3.195
C  2.728  -2.991  1.818
C  3.196  -4.261  1.833
C  3.001  -5.003  0.664
C  2.215  -4.478  -0.362
C  1.608  -3.254  -0.198
N  1.904  -2.489  0.879
H  3.749  -4.713  2.652
H  3.391  -6.000  0.489
H  2.052  -5.084  -1.234
H  0.945  -2.757  -0.892
C  1.234  2.798  0.733
C  2.414  1.877  0.422
N  2.393  0.512  0.623
C  3.679  0.075  0.239
C  4.452  1.146  -0.049
N  3.643  2.259  0.078
C  3.965  3.637  -0.171
N  5.282  3.740  -0.724
N  6.332  3.850  0.269
N  7.436  3.913  -0.346
C  7.244  3.871  -1.692
C  8.150  4.002  -2.729
C  7.595  3.980  -3.998
C  6.262  3.822  -4.251
C  5.368  3.626  -3.202
C  5.892  3.707  -1.950
H  0.359  2.159  0.851
H  1.090  3.524  -0.057
H  1.478  3.325  1.650
H  3.981  -0.927  0.132
H  5.528  1.276  -0.254
H  3.902  4.149  0.778
H  3.172  4.087  -0.828
H  9.197  4.167  -2.596
H  8.226  4.210  -4.876
H  5.924  3.858  -5.308
H  4.342  3.399  -3.327
N  0.895  2.887  5.516
N  0.345  2.060  4.526
N  -0.874  2.159  4.067
C  -0.887  1.384  2.976
N  0.345  0.881  2.801
N  1.134  1.312  3.787
H  0.123  3.389  5.936
H  1.347  2.290  6.185
H  -1.697  1.164  2.320



C45H58ClN11S2SiY | the ωB97M-V functional and the def2-TZVPD basis

Properties
LUMO level (spin up / spin down) (eV): 2.1 / 2.1
Max |F| (Eh/bohr): 0.01631
Gap between HOMO and LUMO (spin up / spin down) (eV): 6.6 / 5.4
ΔE to the lowest compared entry with this formula, charge and spin (eV): 1.1475
Net charge: -1

Positions of all 119 atoms, in Å:
Y  -0.724  0.538  0.189
C  6.524  -1.140  -0.217
Si  5.301  0.119  -0.916
C  6.171  1.795  -1.046
C  4.842  -0.442  -2.653
C  3.917  0.298  0.357
C  4.329  0.371  1.683
C  3.413  0.459  2.725
C  2.071  0.435  2.403
N  1.635  0.378  1.146
C  2.523  0.348  0.132
S  1.815  0.394  -1.450
H  7.341  -1.313  -0.921
H  6.019  -2.093  -0.038
H  6.966  -0.817  0.728
H  7.045  1.738  -1.700
H  6.504  2.150  -0.068
H  5.490  2.543  -1.459
H  5.768  -0.557  -3.228
H  4.197  0.273  -3.158
H  4.321  -1.400  -2.648
H  5.389  0.351  1.919
H  3.726  0.509  3.758
H  1.304  0.440  3.168
C  -3.102  3.085  3.694
N  -2.071  3.954  3.143
C  -1.624  4.983  4.066
C  -1.156  3.348  2.298
N  -1.050  2.093  2.108
N  -0.345  4.252  1.621
C  0.506  3.898  0.574
N  1.333  4.958  0.228
N  0.443  2.782  -0.018
H  -3.891  3.716  4.103
H  -2.719  2.442  4.496
H  -3.529  2.460  2.909
H  -2.463  5.631  4.320
H  -0.837  5.595  3.632
H  -1.236  4.542  4.994
H  -1.636  1.565  2.752
H  -0.717  5.185  1.532
H  1.762  5.434  1.005
H  1.967  4.761  -0.530
H  1.167  2.652  -0.723
C  0.080  2.663  -3.873
C  -0.591  3.664  -2.978
C  -0.352  5.025  -3.142
C  -0.998  5.966  -2.357
C  -1.921  5.541  -1.415
C  -2.186  4.189  -1.225
C  -3.232  3.752  -0.243
C  -1.489  3.237  -1.987
N  -1.641  1.851  -1.734
C  -2.428  1.162  -2.568
C  -3.347  1.823  -3.568
C  -2.427  -0.262  -2.516
C  -3.320  -0.989  -3.494
N  -1.655  -0.899  -1.634
C  -1.672  -2.324  -1.685
C  -0.751  -3.001  -2.500
C  0.137  -2.237  -3.437
C  -0.708  -4.390  -2.470
C  -1.594  -5.110  -1.690
C  -2.563  -4.436  -0.965
C  -2.626  -3.047  -0.951
C  -3.734  -2.355  -0.208
H  0.789  3.156  -4.539
H  -0.654  2.132  -4.486
H  0.606  1.904  -3.293
H  0.348  5.345  -3.907
H  -0.796  7.022  -2.491
H  -2.463  6.269  -0.820
H  -3.770  4.610  0.162
H  -2.810  3.178  0.583
H  -3.948  3.070  -0.703
H  -3.255  2.907  -3.555
H  -4.388  1.573  -3.348
H  -3.150  1.483  -4.588
H  -4.367  -0.714  -3.340
H  -3.239  -2.068  -3.394
H  -3.072  -0.727  -4.526
H  0.701  -1.464  -2.917
H  -0.458  -1.731  -4.203
H  0.837  -2.909  -3.936
H  0.028  -4.906  -3.078
H  -1.547  -6.193  -1.667
H  -3.306  -4.996  -0.409
H  -4.588  -3.026  -0.101
H  -4.062  -1.447  -0.711
H  -3.402  -2.050  0.785
N  -4.179  0.814  1.034
C  -3.078  0.640  0.708
C  -2.253  -4.078  6.420
C  -2.103  -3.801  4.950
C  -2.363  -4.776  3.991
C  -2.159  -4.401  2.674
N  -1.751  -3.193  2.318
C  -1.534  -2.305  3.307
S  -0.965  -0.726  2.923
N  -1.697  -2.585  4.617
H  -2.749  -5.032  6.602
H  -2.820  -3.276  6.890
H  -1.268  -4.100  6.889
H  -2.697  -5.768  4.260
H  -2.325  -5.104  1.863
Cl  1.030  -4.906  2.276
C  2.132  -4.520  0.992
C  3.250  -5.311  0.823
C  4.157  -5.035  -0.194
C  3.928  -3.948  -1.041
C  2.816  -3.160  -0.872
C  1.858  -3.411  0.154
C  0.729  -2.596  0.271
H  3.409  -6.145  1.494
H  5.030  -5.661  -0.320
H  4.630  -3.724  -1.836
H  2.637  -2.308  -1.519
H  0.694  -1.781  -0.445
H  -0.066  -2.758  0.982



C45H58N2O4P2S4Sr | the ωB97M-V functional and the def2-TZVPD basis

Properties
LUMO level (eV): 4.1
Max |F| (Eh/bohr): 0.01129
Gap between HOMO and LUMO (eV): 6.2
ΔE to the lowest compared entry with this formula, charge and spin (eV): 0.0572
Net charge: -2

Positions of all 116 atoms, in Å:
Sr  -0.114  -0.572  1.647
C  -3.488  -0.026  1.443
N  -2.658  0.527  2.539
C  -2.559  1.981  2.439
C  -1.555  2.418  1.388
N  -0.184  2.132  1.838
C  0.809  2.483  0.807
C  0.159  2.793  3.087
C  -0.072  4.162  3.210
C  0.230  4.858  4.369
C  0.792  4.156  5.431
C  1.048  2.805  5.310
C  0.753  2.073  4.139
S  1.155  0.378  4.089
C  -3.050  0.033  3.830
C  -3.723  0.845  4.741
C  -4.088  0.383  5.999
C  -3.789  -0.924  6.349
C  -3.141  -1.747  5.440
C  -2.756  -1.307  4.168
S  -1.977  -2.432  3.068
H  -4.256  0.696  1.146
H  -3.966  -0.945  1.769
H  -2.906  -0.252  0.548
H  -2.224  2.378  3.396
H  -3.535  2.433  2.211
H  -1.702  3.490  1.190
H  -1.716  1.892  0.444
H  0.799  3.561  0.586
H  0.614  1.918  -0.109
H  1.805  2.206  1.152
H  -0.506  4.700  2.372
H  0.030  5.921  4.439
H  1.033  4.669  6.357
H  1.489  2.257  6.134
H  -3.973  1.863  4.469
H  -4.597  1.043  6.691
H  -4.054  -1.304  7.330
H  -2.898  -2.769  5.707
C  0.311  -5.425  2.468
C  -0.026  -4.827  1.125
C  0.972  -4.462  0.226
C  0.666  -3.828  -0.977
C  1.761  -3.423  -1.930
C  -0.666  -3.562  -1.267
C  -1.686  -3.913  -0.386
C  -3.111  -3.514  -0.663
C  -1.353  -4.558  0.803
H  0.102  -4.699  3.256
H  1.364  -5.711  2.521
H  -0.299  -6.309  2.671
H  2.014  -4.648  0.477
H  2.586  -2.940  -1.401
H  1.388  -2.711  -2.667
H  2.161  -4.293  -2.459
H  -0.914  -3.022  -2.176
H  -3.808  -4.300  -0.362
H  -3.266  -3.278  -1.716
H  -3.362  -2.617  -0.089
H  -2.131  -4.784  1.525
C  5.435  -2.863  1.046
C  4.898  -1.438  1.087
C  6.045  -0.430  1.093
C  3.994  -1.249  2.300
O  4.155  -1.314  -0.138
P  3.089  -0.115  -0.381
O  3.705  1.211  -0.121
O  1.809  -0.477  0.318
O  2.833  -0.395  -1.943
C  3.107  0.501  -3.019
C  2.608  -0.234  -4.259
C  2.321  1.793  -2.817
C  4.605  0.770  -3.103
H  6.053  -3.063  1.926
H  6.035  -3.012  0.146
H  4.601  -3.569  1.031
H  6.657  -0.556  1.991
H  5.637  0.581  1.061
H  6.673  -0.583  0.210
H  4.571  -1.401  3.216
H  3.172  -1.973  2.283
H  3.557  -0.249  2.336
H  1.550  -0.480  -4.133
H  3.163  -1.168  -4.393
H  2.731  0.387  -5.151
H  1.262  1.547  -2.700
H  2.446  2.454  -3.679
H  2.667  2.305  -1.913
H  5.143  -0.178  -3.189
H  4.939  1.284  -2.197
H  4.831  1.387  -3.977
S  -4.475  0.159  -1.917
P  -2.639  0.556  -2.536
S  -1.043  -0.131  -1.557
C  -2.476  2.374  -2.777
C  -3.521  3.070  -3.386
C  -3.417  4.434  -3.607
C  -2.271  5.121  -3.213
C  -1.231  4.434  -2.606
C  -1.332  3.062  -2.396
C  -2.427  -0.007  -4.276
C  -3.368  -0.821  -4.890
C  -3.166  -1.263  -6.195
C  -2.029  -0.882  -6.892
C  -1.087  -0.059  -6.282
C  -1.284  0.373  -4.980
H  -4.420  2.531  -3.661
H  -4.233  4.969  -4.079
H  -2.195  6.190  -3.377
H  -0.336  4.961  -2.293
H  -0.521  2.512  -1.932
H  -4.253  -1.101  -4.331
H  -3.900  -1.908  -6.667
H  -1.870  -1.228  -7.907
H  -0.191  0.235  -6.818
H  -0.544  0.998  -4.493